Entry A
{
  "formula": "C18H20N2O4S",
  "method": "ωB97M-V/def2-TZVPD",
  "smiles": "COc1ccc(S(N)(=O)=O)cc1C(=O)N[C@H]1CCCc2ccccc21",
  "gap_ev": 9.7,
  "species": ["C", "O", "C", "C", "C", "C", "S", "N", "O", "O", "C", "C", "C", "O", "N", "C", "C", "C", "C", "C", "C", "C", "C", "C", "C", "H", "H", "H", "H", "H", "H", "H", "H", "H", "H", "H", "H", "H", "H", "H", "H", "H", "H", "H", "H"],
  "xyz": [[-1.0594, -3.9887, -0.5297], [-1.9736, -3.3311, 0.3216], [-2.2453, -2.0164, 0.1874], [-3.2823, -1.5695, 1.0235], [-3.6804, -0.2530, 1.0332], [-3.0415, 0.6444, 0.1964], [-3.5469, 2.3459, 0.1523], [-4.7878, 2.2838, -0.9834], [-4.1287, 2.7102, 1.4108], [-2.4800, 3.1400, -0.3868], [-2.0167, 0.2360, -0.6232], [-1.5918, -1.0915, -0.6385], [-0.4785, -1.3982, -1.6041], [-0.6678, -1.9300, -2.6812], [0.7441, -0.9746, -1.2275], [1.1520, -0.3795, 0.0310], [1.8168, -1.4306, 0.9272], [2.4536, -0.7467, 2.1289], [3.6060, 0.1301, 1.6556], [3.1950, 1.0462, 0.5358], [3.9790, 2.1581, 0.2471], [3.6480, 3.0224, -0.7780], [2.5118, 2.7854, -1.5334], [1.7265, 1.6838, -1.2572], [2.0596, 0.8036, -0.2327], [-0.0417, -3.6109, -0.3976], [-1.0951, -5.0356, -0.2308], [-1.3441, -3.8951, -1.5792], [-3.7545, -2.3029, 1.6576], [-4.4679, 0.0985, 1.6793], [-4.5439, 2.7621, -1.8350], [-5.6582, 2.6202, -0.6057], [-1.5374, 0.9711, -1.2509], [1.4818, -1.1327, -1.9024], [0.2489, -0.0116, 0.5337], [2.5843, -1.9613, 0.3580], [1.0681, -2.1564, 1.2515], [1.7051, -0.1333, 2.6347], [2.8178, -1.4910, 2.8389], [4.4238, -0.5071, 1.3018], [3.9959, 0.7233, 2.4854], [4.8615, 2.3433, 0.8431], [4.2695, 3.8809, -0.9836], [2.2359, 3.4582, -2.3307], [0.8381, 1.4999, -1.8430]]
}


Entry B
{
  "formula": "C18H20N2O4S",
  "method": "ωB97M-V/def2-TZVPD",
  "smiles": "C=CCNC(=O)c1onc(CSc2ccc(C(C)C)cc2)c1C(=O)O",
  "gap_ev": 7.8,
  "species": ["C", "C", "C", "N", "C", "O", "C", "O", "N", "C", "C", "S", "C", "C", "C", "C", "C", "C", "C", "C", "C", "C", "C", "O", "O", "H", "H", "H", "H", "H", "H", "H", "H", "H", "H", "H", "H", "H", "H", "H", "H", "H", "H", "H", "H"],
  "xyz": [[-5.7434, -3.3803, 0.8133], [-5.4131, -2.1372, 0.5213], [-4.4278, -1.7589, -0.5439], [-3.4078, -0.8732, -0.0204], [-3.2522, 0.3853, -0.4435], [-3.9204, 0.8930, -1.3385], [-2.1819, 1.1347, 0.2477], [-1.4337, 0.4768, 1.1559], [-0.5046, 1.3146, 1.6641], [-0.6599, 2.4823, 1.0978], [0.2619, 3.5991, 1.3626], [1.5043, 3.6398, 0.0085], [2.1978, 2.0054, 0.0585], [2.3840, 1.2953, 1.2342], [2.9481, 0.0332, 1.1868], [3.3537, -0.5370, -0.0122], [3.9820, -1.9085, -0.0359], [5.4209, -1.8340, -0.5515], [3.1524, -2.8772, -0.8812], [3.1737, 0.1955, -1.1813], [2.5971, 1.4488, -1.1514], [-1.7447, 2.4406, 0.1588], [-2.2481, 3.6227, -0.6076], [-1.8265, 4.7254, -0.3698], [-3.1703, 3.4082, -1.5229], [-6.4676, -3.6120, 1.5745], [-5.3130, -4.2193, 0.2915], [-5.8551, -1.3038, 1.0503], [-3.9547, -2.6516, -0.9636], [-4.9325, -1.2092, -1.3451], [-2.8273, -1.2133, 0.7324], [0.7632, 3.4916, 2.3215], [-0.2480, 4.5572, 1.2795], [2.0942, 1.7104, 2.1853], [3.0816, -0.5132, 2.1097], [4.0073, -2.2888, 0.9915], [6.0043, -1.1443, 0.0545], [5.4448, -1.4885, -1.5819], [5.8881, -2.8154, -0.5071], [3.1277, -2.5605, -1.9209], [3.5811, -3.8760, -0.8376], [2.1301, -2.9223, -0.5113], [3.4805, -0.2159, -2.1313], [2.4544, 2.0109, -2.0620], [-3.5004, 2.4698, -1.5791]]
}


It is entry A that is most stable; the runner-up trails by 19.3 kcal/mol.


Entry A
{
  "formula": "C3H3N2O2",
  "method": "ωB97M-V/def2-TZVPD",
  "smiles": "O=c1[nH]cc([O-])[nH]1",
  "gap_ev": 6.3,
  "charge": -1,
  "species": ["O", "C", "N", "C", "C", "O", "N", "H", "H", "H"],
  "xyz": [[-2.2545, 1.2701, -0.0166], [-1.0963, 0.8098, -0.0212], [-0.7047, -0.5437, 0.1170], [0.7537, -0.6234, -0.0494], [1.2554, 0.7009, 0.0069], [2.4251, 1.1219, 0.0202], [0.0330, 1.5475, -0.0453], [-1.3736, -1.1549, -0.3294], [1.0797, -1.6188, -0.2797], [-0.0459, 2.4781, 0.2606]]
}


Entry B
{
  "formula": "C3H3N2O2",
  "method": "ωB97M-V/def2-TZVPD",
  "gap_ev": [6.8, 8.1],
  "charge": -1,
  "species": ["C", "C", "C", "N", "N", "O", "O", "H", "H", "H"],
  "xyz": [[1.2514, 0.2660, -1.3453], [0.6194, -0.1349, -0.3867], [-0.1569, -0.4348, 0.7348], [-2.7586, -0.2337, -0.4865], [-3.5246, -0.4681, 0.4231], [-3.1531, -0.9905, 1.5185], [-4.7625, -0.2351, 0.1330], [2.2420, 0.1931, -1.7812], [-0.8359, 0.1951, 1.2731], [-0.3670, -1.5130, 0.7244]]
}


It is entry A that is most stable; the runner-up trails by 192.5 kcal/mol.


Entry A
{
  "formula": "C10H12",
  "method": "ωB97M-V/def2-TZVPD",
  "smiles": "CC1=C[C@H]1/C=C1\\C=CCC1",
  "gap_ev": 8.6,
  "species": ["C", "C", "C", "C", "C", "C", "C", "C", "C", "C", "H", "H", "H", "H", "H", "H", "H", "H", "H", "H", "H", "H"],
  "xyz": [[4.0645, -0.3636, 0.4512], [2.8387, 0.0360, -0.2374], [2.1375, 0.5421, -1.1844], [1.4174, 0.4470, 0.0889], [0.2851, -0.4554, 0.0358], [-0.9806, -0.0585, 0.0597], [-1.5999, 1.2202, 0.1222], [-2.9148, 1.0905, 0.0919], [-3.4047, -0.3006, -0.0989], [-2.0732, -1.1274, 0.0805], [4.8614, -0.7569, -0.1815], [3.8104, -1.0727, 1.1836], [4.5663, 0.5478, 1.0714], [1.9212, 0.7957, -2.1932], [1.2532, 1.3880, 0.6749], [0.3539, -1.5170, -0.2251], [-1.0332, 2.2392, 0.3528], [-3.5686, 1.9918, 0.1043], [-3.8437, -0.4680, -1.0564], [-3.9459, -0.6549, 0.7585], [-2.1470, -1.7729, 1.0063], [-1.9980, -1.7504, -0.9052]]
}


Entry B
{
  "formula": "C10H12",
  "method": "ωB97M-V/def2-TZVPD",
  "gap_ev": 8.8,
  "species": ["C", "C", "C", "C", "C", "C", "C", "C", "C", "C", "H", "H", "H", "H", "H", "H", "H", "H", "H", "H", "H", "H"],
  "xyz": [[-1.7545, 1.2758, 0.7332], [-1.8259, 1.3729, -0.5949], [-1.7220, -1.3274, 0.6310], [-1.8803, -1.2776, -0.6889], [-0.9593, -0.0462, 0.7459], [-1.1219, 0.0160, -0.9698], [0.1814, -0.0095, -0.2416], [1.2277, -1.9387, -0.4591], [1.9520, 1.2876, 0.9052], [1.3005, 0.9960, -0.4067], [-2.0461, 1.7725, 1.5588], [-2.0732, 2.1999, -1.2513], [-2.1168, -1.8638, 1.4584], [-2.1630, -2.0767, -1.3101], [0.8581, -2.5170, 0.4276], [2.2701, -1.7073, -0.6209], [0.8311, -2.4106, -1.3862], [2.6970, 2.0024, 0.7481], [2.4549, 0.3530, 1.2007], [1.1876, 1.6309, 1.6365], [1.9783, 0.5175, -1.1281], [0.7241, 1.7502, -0.9879]]
}


It is entry A that is most stable; the runner-up trails by 85.2 kcal/mol.


Entry A
{
  "formula": "C5H11OP",
  "method": "ωB97M-V/def2-TZVPD",
  "smiles": "C[C@H]1CCC[P@@H]1=O",
  "gap_ev": 10.6,
  "species": ["C", "C", "C", "C", "C", "P", "O", "H", "H", "H", "H", "H", "H", "H", "H", "H", "H", "H"],
  "xyz": [[1.2524, -0.7436, 1.7127], [0.2075, 0.0201, 0.8894], [0.7561, 0.9564, -0.2231], [-0.4341, 1.3237, -1.1866], [-1.3294, 0.0491, -1.3090], [-0.7562, -1.1747, -0.1698], [-1.6316, -2.0834, 0.6055], [0.6593, -1.1043, 2.6117], [2.0314, -0.0188, 2.0643], [1.6916, -1.6545, 1.2072], [-0.4770, 0.4285, 1.6485], [1.4963, 0.3560, -0.7748], [1.2725, 1.8840, 0.0746], [-1.2458, 1.9947, -0.8048], [-0.1919, 1.6234, -2.2227], [-2.3472, 0.3343, -0.9605], [-1.3382, -0.2992, -2.3074], [0.3844, -1.8917, -0.8551]]
}


Entry B
{
  "formula": "C5H11OP",
  "method": "ωB97M-V/def2-TZVPD",
  "smiles": "CP(C)(C)=CC=O",
  "gap_ev": 8.0,
  "species": ["C", "P", "C", "C", "C", "C", "O", "H", "H", "H", "H", "H", "H", "H", "H", "H", "H", "H"],
  "xyz": [[-0.7988, -0.6404, -1.4365], [-0.1751, 0.1803, 0.0383], [-1.3610, 1.6779, 0.2630], [-0.5522, -1.0500, 1.3056], [1.7876, 0.7053, -0.1616], [2.5467, -0.4616, -0.0465], [3.7912, -0.5878, -0.0087], [-1.8440, -0.8569, -1.2239], [-0.8209, 0.2049, -2.2420], [0.0405, -1.3150, -1.7735], [-1.4085, 2.1862, -0.6616], [-2.3646, 1.3225, 0.6266], [-0.9283, 2.2075, 0.9703], [-0.3849, -0.5375, 2.3419], [-1.5392, -1.5648, 1.2936], [0.1749, -1.8478, 1.1378], [2.0270, 1.7378, -0.0496], [1.8098, -1.3607, -0.3733]]
}


It is entry A that is most stable; the runner-up trails by 70.2 kcal/mol.


Entry A
{
  "formula": "C9H20N5",
  "method": "ωB97M-V/def2-TZVPD",
  "gap_ev": 10.0,
  "charge": 1,
  "species": ["C", "C", "C", "C", "C", "C", "C", "C", "C", "N", "N", "N", "N", "N", "H", "H", "H", "H", "H", "H", "H", "H", "H", "H", "H", "H", "H", "H", "H", "H", "H", "H", "H", "H"],
  "xyz": [[0.0130, -0.6758, -0.6808], [-3.7460, 1.7122, -0.3946], [0.4228, -0.6323, -1.9711], [0.2572, 1.4753, 0.4255], [-1.2753, -2.8299, -0.4746], [1.3031, -2.7598, -0.2673], [2.5605, 1.9957, 1.5117], [0.0152, -2.0296, -0.0058], [1.8258, 1.3798, 0.2285], [-0.4459, 0.4063, 0.0968], [-2.9653, 1.3762, 0.3913], [-4.7923, 2.0727, -1.0595], [-0.2927, 2.4919, 1.0266], [2.0431, 2.0692, -1.0335], [0.4425, 0.3080, -2.4846], [0.7561, -1.4624, -2.5073], [-1.5410, -2.4848, -1.5665], [-2.1465, -2.7548, 0.1493], [-1.1265, -3.9666, -0.4962], [2.1250, -2.1844, 0.0978], [1.3824, -3.0585, -1.2753], [1.3773, -3.7353, 0.1268], [3.4462, 1.3883, 1.5076], [2.0856, 1.8722, 2.4685], [2.8936, 3.0875, 1.2697], [-0.2955, -1.7888, 1.0324], [2.1002, 0.3365, -0.0426], [-4.5029, 2.3715, -1.9754], [-5.6175, 1.5324, -0.9268], [-1.3373, 2.5929, 1.2371], [0.3829, 3.2030, 1.2282], [2.2024, 2.9926, -0.7859], [-1.4540, 0.5614, 0.2871], [2.8498, 1.7425, -1.5291]]
}


Entry B
{
  "formula": "C9H20N5",
  "method": "ωB97M-V/def2-TZVPD",
  "gap_ev": 8.0,
  "charge": 1,
  "species": ["C", "C", "C", "C", "C", "C", "C", "C", "C", "N", "N", "N", "N", "N", "H", "H", "H", "H", "H", "H", "H", "H", "H", "H", "H", "H", "H", "H", "H", "H", "H", "H", "H", "H"],
  "xyz": [[2.7987, -0.1052, 1.3095], [1.9001, 0.6483, 0.6670], [3.6981, -1.0583, 0.5546], [3.4605, -1.2908, -0.9635], [-3.9814, 0.4567, 0.5389], [-3.0928, -0.6843, 0.9026], [1.9058, -1.0372, -1.1267], [-3.2550, 1.2147, -0.5274], [-1.7498, 0.0492, 0.9159], [1.6431, 0.3167, -0.7360], [-1.7866, 0.8050, -0.3795], [-0.6449, -0.9087, 0.8749], [0.6837, 2.1904, -1.5755], [1.0243, 0.9328, -1.6263], [3.0537, 0.1713, 2.3315], [1.3547, 1.5195, 1.1138], [4.8344, -0.7879, 0.4733], [3.7897, -2.0034, 1.1507], [3.9994, -0.7168, -1.6654], [3.5544, -2.3452, -1.2038], [-4.8182, 0.0619, 0.0623], [-4.2575, 1.0059, 1.4163], [-3.4740, -1.0902, 1.7696], [-2.9611, -1.4147, 0.0918], [1.3912, -1.1823, -2.0773], [1.3633, -1.7894, -0.5268], [-3.6472, 0.9902, -1.4909], [-3.4037, 2.2300, -0.3976], [-1.6773, 0.7350, 1.8257], [-0.9819, -1.8669, 0.9280], [-0.0099, -0.5655, 1.5774], [0.0071, 2.5134, -2.2167], [0.8343, 2.8270, -0.8463], [-1.5552, 0.1787, -1.1443]]
}


It is entry A that is most stable; the runner-up trails by 50.4 kcal/mol.


Entry A
{
  "formula": "C4H7BrOS",
  "method": "ωB97M-V/def2-TZVPD",
  "smiles": "S[C@]1(Br)CCCO1",
  "gap_ev": 9.9,
  "species": ["S", "C", "Br", "C", "C", "C", "O", "H", "H", "H", "H", "H", "H", "H"],
  "xyz": [[2.0253, -2.3644, 0.0253], [1.3932, -0.6796, 0.1219], [2.8837, 0.7755, -0.0229], [0.2879, -0.4417, 1.0868], [-0.4502, 0.7841, 0.3852], [-0.2398, 0.5291, -1.1088], [0.7889, -0.4694, -1.2277], [2.1836, -2.2109, -1.3999], [0.6549, -0.2535, 2.0305], [-0.3101, -1.4180, 1.1129], [-1.4823, 0.7794, 0.6488], [-0.1654, 1.7764, 0.7924], [-1.0740, 0.2553, -1.6121], [0.0503, 1.5714, -1.6902]]
}


Entry B
{
  "formula": "C4H7BrOS",
  "method": "ωB97M-V/def2-TZVPD",
  "gap_ev": 9.8,
  "species": ["C", "C", "C", "C", "O", "S", "Br", "H", "H", "H", "H", "H", "H", "H"],
  "xyz": [[-0.8633, 0.8642, -0.4559], [0.2174, 0.0781, -1.2227], [-0.5207, 0.5743, 1.0022], [0.7368, -1.1164, -0.4022], [1.4012, -0.2938, 2.6210], [1.2425, 0.0891, 1.1781], [-0.5103, -2.5092, 0.1547], [-0.7608, 1.9430, -0.7296], [-1.9145, 0.4863, -0.7404], [0.0707, -0.1479, -2.3232], [1.1634, 0.6495, -1.1205], [-0.6939, 1.4031, 1.5996], [-1.0578, -0.2797, 1.3394], [1.4893, -1.7406, -0.9007]]
}


It is entry A that is most stable; the runner-up trails by 8.1 kcal/mol.